Computed, not measured: a molecular structure, C25H55Ca2N2O6, with wB97M-V/def2-TZVPD.

HOMO (alpha / beta)	-0.6293 / -0.6293	hartree
charge	+4
multiplicity	2
gap between HOMO and LUMO (alpha / beta)	0.170 / 0.131	hartree

CARTESIAN COORDINATES (ANGSTROEM)
Ca -18.545 5.372 19.330
Ca -15.345 1.452 18.380
O -14.385 5.334 20.452
C -15.142 4.454 19.828
O -14.615 3.512 19.204
O -16.371 4.510 19.911
H -13.601 4.860 20.167
C -18.253 6.180 23.763
C -19.724 6.203 23.697
C -20.081 5.901 22.251
O -18.835 5.848 21.589
C -17.791 5.433 22.485
H -17.846 5.661 24.631
H -17.853 7.194 23.774
H -20.132 7.181 23.954
H -20.161 5.488 24.394
H -20.735 6.642 21.792
H -20.619 4.960 22.138
H -16.776 5.693 22.184
H -17.693 4.348 22.533
C -13.778 3.482 24.699
C -14.760 4.165 23.822
C -14.433 5.612 23.921
O -13.719 5.835 25.129
C -13.522 4.586 25.791
H -12.845 3.262 24.180
H -14.048 2.533 25.163
H -15.758 4.039 24.242
H -14.761 3.781 22.802
H -15.254 6.296 23.708
H -13.624 5.799 23.214
H -14.358 4.579 26.490
H -12.586 4.493 26.341
C -14.547 3.457 14.488
C -14.002 2.062 14.101
C -14.452 1.170 15.189
O -14.347 1.978 16.385
C -14.538 3.377 16.046
H -15.586 3.607 14.193
H -13.895 4.196 14.022
H -12.916 1.995 14.026
H -14.414 1.757 13.139
H -13.940 0.208 15.213
H -15.508 0.939 15.051
H -13.618 3.839 16.404
H -15.362 3.944 16.478
C -11.274 3.439 21.629
C -10.884 4.041 20.303
N -11.552 5.335 19.978
C -11.589 5.565 18.548
C -12.513 6.681 18.131
C -10.969 6.491 20.741
C -9.467 6.677 20.413
H -12.353 3.290 21.643
H -11.050 4.027 22.519
H -10.767 2.480 21.733
H -9.809 4.147 20.154
H -11.189 3.331 19.534
H -10.583 5.676 18.144
H -11.990 4.667 18.076
H -13.338 6.816 18.832
H -11.883 7.571 18.154
H -12.796 6.589 17.083
H -11.163 6.397 21.809
H -11.413 7.432 20.416
H -8.808 5.920 20.837
H -9.135 7.644 20.790
H -9.257 6.837 19.356
C -16.243 7.541 17.821
C -17.641 8.172 17.882
N -18.374 7.815 19.094
C -18.031 8.721 20.198
C -16.734 8.402 20.880
C -19.843 8.001 18.796
C -20.284 9.454 18.398
H -15.527 8.176 18.343
H -15.918 7.325 16.803
H -16.188 6.603 18.374
H -17.558 9.245 17.708
H -18.163 7.821 16.992
H -17.982 9.772 19.914
H -18.799 8.661 20.969
H -16.501 7.358 20.669
H -15.926 9.043 20.528
H -16.790 8.560 21.957
H -20.370 7.723 19.709
H -20.106 7.285 18.018
H -20.015 10.140 19.201
H -21.371 9.532 18.366
H -20.035 9.806 17.398

Computed, not measured: 4 unconnected molecules or ions with the total composition C25H55INO19P5, with wB97M-V/def2-TZVPD.

HOMO	-0.2870	hartree
structure (SMILES)	CCOCCOCP(I)(CCO)(CCC(=O)Nc1ccccc1)P(=O)(O)O.COP(=O)(OC)OC.COP(=O)(OC)OC.COP(=O)(OC)OC
gap between HOMO and LUMO	0.211	hartree

CARTESIAN COORDINATES (ANGSTROEM)
C 3.065 3.973 0.566
C 3.330 3.321 -0.799
O 3.823 2.019 -0.601
C 3.962 1.288 -1.814
C 2.637 0.740 -2.372
O 2.188 -0.488 -1.799
C 1.676 -0.266 -0.494
P -0.057 -0.993 -0.186
I 0.253 -2.385 -2.363
C -0.239 -2.630 0.711
C -1.615 -2.819 1.375
O -2.693 -2.393 0.567
C -1.457 -0.060 -0.929
C -1.058 0.859 -2.103
C -0.873 2.306 -1.719
O 0.018 2.654 -0.987
N -1.754 3.292 -2.283
C -2.733 3.719 -1.293
C -4.024 3.224 -1.417
C -4.968 3.596 -0.461
C -4.579 4.431 0.569
C -3.295 4.943 0.683
C -2.350 4.583 -0.273
P -0.210 0.064 1.812
O -1.599 0.140 2.304
O 0.397 1.575 1.759
O 0.663 -0.667 2.992
H 2.021 4.263 0.690
H 3.326 3.299 1.384
H 3.677 4.866 0.708
H 2.398 3.353 -1.372
H 4.043 3.966 -1.335
H 4.351 1.982 -2.572
H 4.654 0.462 -1.619
H 1.862 1.515 -2.341
H 2.788 0.531 -3.435
H 2.349 -0.674 0.272
H 1.646 0.821 -0.383
H -0.120 -3.422 -0.019
H 0.576 -2.781 1.426
H -1.741 -3.895 1.547
H -1.608 -2.365 2.367
H -3.064 -1.629 1.026
H -2.136 -0.808 -1.334
H -2.041 0.520 -0.210
H -1.880 0.824 -2.820
H -0.169 0.541 -2.653
H -1.195 4.072 -2.608
H -4.244 2.569 -2.251
H -5.968 3.195 -0.554
H -5.305 4.700 1.326
H -2.982 5.596 1.487
H -1.319 4.914 -0.244
H 0.598 1.784 2.684
H 1.583 -0.766 2.710
C 5.931 -4.959 -4.016
O 6.358 -3.626 -4.314
P 6.297 -2.396 -3.229
O 7.291 -1.456 -3.784
O 6.911 -3.297 -2.008
C 8.280 -3.673 -2.030
O 5.448 -1.457 -2.203
C 4.742 -2.074 -1.106
H 5.329 -5.329 -4.845
H 6.808 -5.601 -3.925
H 5.349 -5.014 -3.097
H 8.789 -3.330 -2.931
H 8.345 -4.763 -1.975
H 8.770 -3.261 -1.149
H 5.433 -2.313 -0.299
H 4.223 -2.966 -1.435
H 4.023 -1.354 -0.736
C -10.276 4.051 3.976
O -9.159 4.037 3.083
P -9.026 5.013 1.764
O -7.566 4.985 1.542
O -9.544 6.322 2.594
C -8.720 6.904 3.597
O -9.565 5.658 0.358
C -10.837 6.329 0.287
H -10.570 3.024 4.186
H -9.972 4.512 4.916
H -11.126 4.594 3.569
H -7.789 6.355 3.737
H -9.272 6.919 4.539
H -8.505 7.934 3.317
H -10.743 7.334 0.693
H -11.610 5.779 0.819
H -11.107 6.399 -0.765
C 4.317 -5.313 3.056
O 4.126 -4.791 1.738
P 4.338 -5.679 0.339
O 3.466 -4.796 -0.495
O 3.529 -6.957 0.962
C 2.161 -6.826 1.334
O 4.799 -6.631 -0.951
C 5.226 -7.993 -0.764
H 4.887 -4.593 3.641
H 3.344 -5.437 3.533
H 4.839 -6.267 3.053
H 1.789 -5.813 1.187
H 2.055 -7.099 2.386
H 1.574 -7.527 0.744
H 4.357 -8.632 -0.627
H 5.901 -8.089 0.083
H 5.746 -8.297 -1.671

Computed, not measured: 3 unconnected molecules or ions with the total composition C25H56BBrCl2N7O6, with wB97M-V/def2-TZVPD.

HOMO	-0.4104	hartree
charge	+1
gap between HOMO and LUMO	0.299	hartree

CARTESIAN COORDINATES (ANGSTROEM)
C -4.808 -1.523 -1.187
C -3.815 -2.745 -1.441
Cl -2.938 -3.178 0.132
C -2.837 -2.589 -2.690
C -2.043 -1.208 -2.737
Br -3.114 0.298 -3.543
N -1.454 -0.834 -1.396
C -0.379 0.222 -1.501
C -0.145 0.807 -0.015
B -1.259 1.956 0.372
O -1.017 2.938 1.392
O -2.573 1.997 -0.281
C 0.940 -0.382 -2.204
C 1.549 0.790 -3.160
C 2.431 0.126 -4.354
C 3.167 1.288 -5.223
C 2.224 1.756 -6.460
N 1.831 3.194 -6.395
C 0.391 3.395 -6.509
N -0.218 2.878 -7.562
N -0.380 4.196 -5.516
C 2.130 -0.740 -1.172
C 1.792 -1.946 -0.179
C 3.092 -2.129 0.782
C 4.221 -3.035 0.115
O 4.061 -3.696 -0.945
O 5.539 -3.114 0.690
N 0.532 -1.558 -3.024
C -0.748 -1.351 -3.740
Cl -1.044 -2.607 -5.072
H -5.440 -1.333 -2.134
H -4.307 -0.534 -0.928
H -5.576 -1.725 -0.355
H -4.483 -3.656 -1.667
H -3.454 -2.752 -3.641
H -2.040 -3.418 -2.584
H -2.241 -0.558 -0.781
H -0.993 -1.644 -0.923
H -0.708 1.120 -2.137
H -0.290 -0.010 0.790
H 0.870 1.340 0.101
H -1.682 3.663 1.327
H -2.492 2.515 -1.111
H 0.725 1.383 -3.698
H 2.186 1.539 -2.563
H 3.225 -0.590 -3.953
H 1.726 -0.479 -5.036
H 3.309 2.188 -4.513
H 4.188 0.906 -5.591
H 1.261 1.130 -6.357
H 2.763 1.488 -7.440
H 2.156 3.660 -5.538
H -1.227 3.085 -7.534
H -1.386 4.000 -5.600
H -0.114 3.911 -4.554
H 2.537 0.184 -0.628
H 3.001 -1.102 -1.838
H 1.652 -2.958 -0.686
H 0.916 -1.764 0.526
H 3.572 -1.088 0.922
H 2.808 -2.475 1.833
H 6.153 -2.867 -0.040
H 0.411 -2.416 -2.467
H -0.655 -0.355 -4.312
C 4.776 0.283 4.126
C 3.254 0.390 4.160
C 2.715 1.189 5.365
O 2.746 0.484 6.600
C 4.015 0.465 7.236
N 2.678 -0.960 4.108
H 5.161 -0.457 4.829
H 5.111 -0.025 3.131
H 5.244 1.245 4.351
H 2.950 0.927 3.253
H 1.657 1.404 5.178
H 3.216 2.159 5.461
H 4.570 1.394 7.077
H 4.596 -0.390 6.888
H 3.855 0.336 8.309
H 1.666 -0.881 4.022
H 2.809 -1.381 5.028
C -2.835 -0.501 4.521
C -3.343 0.504 3.492
C -4.700 1.139 3.860
O -5.822 0.286 3.662
C -6.033 -0.661 4.697
N -3.394 -0.145 2.174
H -3.341 -1.465 4.453
H -1.769 -0.693 4.367
H -2.959 -0.120 5.538
H -2.607 1.315 3.445
H -4.861 1.994 3.196
H -4.693 1.537 4.881
H -5.765 -0.264 5.680
H -5.473 -1.574 4.490
H -7.093 -0.924 4.706
H -3.630 0.557 1.473
H -4.203 -0.767 2.174

Computed, not measured: 3 unconnected molecules or ions with the total composition C25H57BFN4O6P, with wB97M-V/def2-TZVPD.

HOMO	-0.3031	hartree
structure (SMILES)	CCCCC[C@@]1(B(O)OC)[C@@H](NCCCC)C(=O)N[C@@]1([C@@H](C)F)P(C)O.COC[C@@H](C)N.COC[C@@H](C)N
gap between HOMO and LUMO	0.314	hartree

CARTESIAN COORDINATES (ANGSTROEM)
C 1.265 -5.504 3.298
C 1.426 -3.885 3.215
C -0.068 -3.290 3.270
C -0.261 -1.946 2.357
C -0.202 -0.708 3.368
C 0.224 0.705 2.729
B -0.580 0.700 1.295
O -1.955 1.147 1.153
O 0.027 0.189 0.074
C -0.579 0.800 -1.105
C -0.198 1.872 3.745
N -1.359 1.788 4.636
C -2.655 2.231 4.076
C -3.726 1.038 4.083
C -4.834 1.107 2.926
C -5.399 -0.408 2.745
C 1.037 2.039 4.800
O 1.042 2.635 5.900
N 2.077 1.270 4.138
C 1.818 0.892 2.691
C 2.495 2.111 1.920
C 2.588 1.974 0.330
F 1.942 3.411 2.194
P 2.923 -0.687 2.601
C 4.733 -0.229 3.003
O 2.985 -1.306 1.002
H 0.485 -5.673 4.131
H 0.829 -5.912 2.328
H 2.236 -5.999 3.621
H 2.004 -3.546 2.298
H 1.952 -3.576 4.192
H -0.756 -4.099 2.819
H -0.394 -3.116 4.354
H 0.570 -1.990 1.584
H -1.291 -2.095 1.858
H -1.217 -0.691 3.908
H 0.568 -0.937 4.197
H -1.997 2.089 0.892
H -0.667 1.942 -0.959
H 0.102 0.684 -2.027
H -1.591 0.310 -1.267
H -0.379 2.795 3.103
H -1.409 0.961 5.230
H -2.578 2.780 3.067
H -3.072 3.031 4.801
H -3.282 -0.010 4.069
H -4.299 1.123 5.082
H -4.451 1.548 1.950
H -5.743 1.708 3.304
H -5.895 -0.710 3.741
H -4.513 -1.139 2.632
H -6.115 -0.506 1.866
H 3.054 1.447 4.392
H 3.588 2.159 2.289
H 3.102 1.027 -0.036
H 1.583 2.174 -0.196
H 3.264 2.845 -0.017
H 4.854 0.325 3.992
H 5.391 -1.159 3.026
H 5.102 0.405 2.115
H 3.398 -2.203 1.035
C 1.914 -4.075 -4.100
C 1.212 -3.060 -4.998
C 0.925 -1.712 -4.305
O -0.162 -1.739 -3.385
C 0.154 -2.288 -2.115
N -0.015 -3.664 -5.532
H 1.235 -4.555 -3.395
H 2.354 -4.875 -4.704
H 2.723 -3.606 -3.532
H 1.884 -2.855 -5.838
H 0.637 -0.991 -5.078
H 1.825 -1.307 -3.825
H 1.174 -2.048 -1.803
H 0.001 -3.369 -2.127
H -0.539 -1.870 -1.383
H -0.422 -3.027 -6.214
H -0.700 -3.677 -4.776
C -1.349 1.829 -4.838
C -1.639 3.325 -4.759
C -1.157 4.118 -5.991
O 0.250 4.333 -6.042
C 1.000 3.222 -6.504
N -1.063 3.857 -3.516
H -0.308 1.589 -4.615
H -1.957 1.285 -4.108
H -1.586 1.432 -5.829
H -2.727 3.439 -4.706
H -1.605 5.116 -5.944
H -1.511 3.664 -6.925
H 0.468 2.657 -7.275
H 1.261 2.572 -5.666
H 1.934 3.596 -6.929
H -1.352 4.828 -3.412
H -0.054 3.919 -3.652